[1]
{
  "formula": "C25H29NO7",
  "method": "wB97M-V/def2-TZVPD",
  "elements": ["C", "O", "C", "C", "H", "H", "C", "N", "C", "O", "C", "O", "C", "C", "C", "C", "C", "C", "C", "C", "H", "H", "O", "C", "C", "H", "H", "H", "C", "H", "H", "H", "H", "H", "H", "O", "H", "C", "C", "C", "C", "C", "C", "C", "H", "O", "C", "H", "H", "H", "O", "H", "H", "H", "H", "H", "H", "H", "H", "H", "H", "H"],
  "positions_angstrom": [[6.901, 0.317, -0.071], [6.676, 1.603, -0.598], [5.673, 2.342, 0.124], [4.173, 1.634, -0.105], [4.132, 0.443, 0.079], [3.829, 1.627, -1.092], [2.965, 2.311, 0.872], [1.703, 1.946, 0.379], [0.832, 2.441, -0.535], [1.172, 3.277, -1.213], [-0.489, 1.845, -0.291], [-1.500, 1.888, -1.131], [-0.214, 0.547, 0.687], [-1.087, -0.093, 1.341], [-2.529, -0.293, 0.799], [-3.165, -1.564, 0.838], [-4.381, -1.806, 0.403], [-5.254, -0.559, 0.290], [-4.547, 0.853, 0.394], [-3.351, 0.901, 0.925], [-2.950, 1.823, 0.914], [-5.356, 1.743, 0.535], [-6.504, -0.627, -0.084], [-7.447, 0.385, -0.265], [-7.069, 1.105, -2.050], [-7.655, 1.786, -2.024], [-7.183, -0.008, -2.579], [-6.004, 1.457, -1.880], [-8.869, -0.292, -0.294], [-8.841, -1.081, -1.079], [-8.981, -0.573, 0.523], [-9.554, 0.491, -0.742], [-7.271, 1.146, 0.360], [-4.884, -2.735, 0.140], [-2.521, -2.492, 0.785], [-0.603, -0.861, 2.255], [-1.334, -1.640, 2.335], [1.210, 0.803, 1.494], [1.913, -0.448, 0.860], [2.519, -1.110, 1.866], [3.392, -2.459, 1.537], [3.154, -2.712, 0.292], [2.474, -2.073, -0.862], [1.846, -1.038, -0.462], [1.235, -0.241, -1.271], [2.775, -2.585, -2.187], [2.032, -1.910, -3.140], [2.258, -2.499, -4.066], [2.377, -0.695, -3.385], [0.743, -1.683, -2.940], [3.995, -3.848, -0.379], [3.861, -3.968, -1.334], [4.055, -2.913, 1.987], [2.725, -1.016, 2.904], [1.426, 0.876, 2.426], [3.087, 3.577, 0.582], [3.257, 2.344, 1.707], [5.458, 3.300, -0.122], [5.787, 2.309, 1.246], [7.231, 0.298, 1.208], [6.109, -0.474, -0.431], [7.781, 0.011, -0.628]],
  "lowdin_charge": [-0.16, -0.21, -0.17, -0.06, 0.11, 0.06, -0.11, 0.01, -0.53, 0.19, -0.08, 0.04, -0.03, -0.35, -0.08, -0.11, -0.01, -0.14, 0.01, -0.07, 0.07, 0.15, -0.06, -0.24, 0.08, -0.10, 0.14, 0.06, 0.01, 0.10, -0.06, 0.12, 0.06, 0.12, 0.14, 0.10, 0.20, 0.04, -0.23, 0.04, 0.08, -0.13, -0.19, -0.01, 0.19, -0.12, -0.17, 0.08, 0.15, 0.17, -0.06, 0.06, 0.03, 0.10, 0.07, 0.20, -0.02, 0.06, 0.12, 0.17, 0.10, 0.06],
  "e_above_lowest_kcal_mol": 513.0,
  "fmax_ev_per_a": 18.1,
  "homo_energy_ha": -0.2940
}

***

[2]
{
  "formula": "C2H4N6O",
  "method": "wB97M-V/def2-TZVPD",
  "elements": ["H", "N", "C", "N", "O", "N", "C", "N", "N", "N", "H", "H", "H"],
  "positions_angstrom": [[2.811, -1.063, -0.334], [1.874, -0.665, -0.401], [1.583, -0.048, 0.661], [2.462, 0.238, 1.675], [0.393, 0.528, 0.891], [-0.591, 0.163, -0.018], [-0.764, 0.545, -1.324], [-1.944, 0.119, -1.707], [-2.459, -0.579, -0.642], [-1.677, -0.515, 0.425], [3.447, 0.275, 1.481], [2.146, 1.014, 2.216], [-0.117, 1.237, -1.837]],
  "lowdin_charge": [0.06, 0.15, -0.57, 0.15, 0.07, -0.13, -0.13, 0.02, -0.03, 0.08, 0.11, 0.09, 0.12],
  "e_above_lowest_kcal_mol": 31.3,
  "fmax_ev_per_a": 3.2,
  "homo_energy_ha": -0.3808,
  "smiles": "[H]/N=C(\\N)On1cnnn1"
}

***

[3]
{
  "formula": "C63H133N7O7",
  "method": "wB97M-V/def2-TZVPD",
  "elements": ["C", "C", "C", "C", "C", "C", "N", "O", "C", "C", "C", "H", "H", "H", "H", "H", "H", "H", "H", "H", "H", "H", "H", "H", "H", "H", "H", "H", "H", "H", "C", "C", "C", "C", "C", "C", "N", "O", "C", "C", "C", "H", "H", "H", "H", "H", "H", "H", "H", "H", "H", "H", "H", "H", "H", "H", "H", "H", "H", "H", "C", "C", "C", "C", "C", "C", "N", "O", "C", "C", "C", "H", "H", "H", "H", "H", "H", "H", "H", "H", "H", "H", "H", "H", "H", "H", "H", "H", "H", "H", "C", "C", "C", "C", "C", "C", "N", "O", "C", "C", "C", "H", "H", "H", "H", "H", "H", "H", "H", "H", "H", "H", "H", "H", "H", "H", "H", "H", "H", "H", "C", "C", "C", "C", "C", "C", "N", "O", "C", "C", "C", "H", "H", "H", "H", "H", "H", "H", "H", "H", "H", "H", "H", "H", "H", "H", "H", "H", "H", "H", "C", "C", "C", "C", "C", "C", "N", "O", "C", "C", "C", "H", "H", "H", "H", "H", "H", "H", "H", "H", "H", "H", "H", "H", "H", "H", "H", "H", "H", "H", "C", "C", "C", "C", "C", "C", "N", "O", "C", "C", "C", "H", "H", "H", "H", "H", "H", "H", "H", "H", "H", "H", "H", "H", "H", "H", "H", "H", "H", "H"],
  "positions_angstrom": [[2.611, 7.494, 5.070], [1.598, 6.618, 4.346], [0.232, 7.131, 4.876], [-0.935, 6.660, 3.982], [-0.742, 6.939, 2.524], [0.559, 6.330, 1.988], [1.644, 6.894, 2.865], [2.886, 6.763, 2.319], [0.536, 4.767, 1.894], [0.704, 6.872, 0.464], [1.755, 5.133, 4.814], [3.586, 7.022, 5.193], [2.261, 7.831, 6.046], [2.696, 8.405, 4.478], [0.044, 6.863, 5.915], [0.313, 8.218, 4.869], [-1.739, 7.221, 4.458], [-1.229, 5.619, 4.118], [-0.835, 7.999, 2.283], [-1.646, 6.592, 2.023], [-0.199, 4.381, 2.601], [0.078, 4.351, 0.997], [1.448, 4.171, 1.883], [-0.075, 6.552, -0.228], [0.709, 7.957, 0.355], [1.710, 6.578, 0.168], [1.875, 5.119, 5.897], [2.685, 4.694, 4.451], [0.891, 4.536, 4.524], [3.241, 7.626, 2.544], [-10.736, -0.624, 3.176], [-9.213, -0.495, 2.850], [-8.468, -1.582, 3.702], [-6.965, -1.870, 3.264], [-6.968, -2.193, 1.727], [-7.557, -1.001, 0.884], [-8.939, -0.782, 1.439], [-9.826, -0.170, 0.528], [-6.635, 0.195, 0.862], [-7.705, -1.539, -0.615], [-8.788, 0.911, 3.298], [-10.977, -1.615, 2.792], [-11.290, 0.069, 2.542], [-11.001, -0.628, 4.233], [-8.438, -1.227, 4.732], [-9.126, -2.451, 3.716], [-6.443, -2.630, 3.844], [-6.318, -1.019, 3.477], [-7.467, -3.141, 1.528], [-5.951, -2.384, 1.382], [-5.849, 0.112, 0.112], [-7.255, 1.005, 0.477], [-6.264, 0.485, 1.845], [-8.003, -0.791, -1.350], [-6.800, -1.999, -1.011], [-8.542, -2.237, -0.606], [-7.706, 1.018, 3.377], [-9.389, 1.322, 4.109], [-9.031, 1.516, 2.424], [-10.308, -0.852, 0.054], [2.837, -0.710, -5.483], [3.989, -1.706, -5.272], [3.883, -2.748, -6.375], [5.137, -3.597, -6.695], [6.223, -2.606, -7.042], [6.457, -1.623, -5.839], [5.268, -0.892, -5.490], [5.496, 0.171, -4.617], [7.055, -2.338, -4.613], [7.469, -0.548, -6.405], [3.728, -2.347, -3.872], [2.925, 0.095, -4.753], [1.844, -1.158, -5.477], [2.854, -0.184, -6.438], [3.282, -3.575, -5.998], [3.427, -2.288, -7.252], [5.030, -4.280, -7.538], [5.465, -4.123, -5.798], [5.986, -1.954, -7.883], [7.150, -3.132, -7.270], [7.371, -1.652, -3.827], [6.421, -3.077, -4.124], [7.976, -2.894, -4.790], [7.775, 0.195, -5.669], [8.421, -0.853, -6.838], [7.076, 0.013, -7.253], [2.686, -2.655, -3.794], [4.064, -1.772, -3.009], [4.198, -3.326, -3.784], [5.617, 0.954, -5.159], [4.973, -2.701, 0.973], [5.714, -4.024, 1.115], [5.297, -4.905, -0.058], [6.033, -4.753, -1.388], [7.485, -4.801, -1.207], [8.064, -3.919, -0.023], [7.174, -3.943, 1.153], [7.673, -3.027, 2.169], [9.544, -4.455, 0.389], [8.088, -2.455, -0.724], [5.247, -4.778, 2.354], [3.976, -2.979, 0.631], [5.457, -1.893, 0.424], [4.719, -2.316, 1.960], [5.382, -5.961, 0.195], [4.244, -4.807, -0.321], [5.635, -3.820, -1.788], [5.672, -5.546, -2.043], [7.798, -4.432, -2.183], [7.976, -5.774, -1.225], [9.507, -5.490, 0.726], [10.162, -4.402, -0.508], [10.026, -3.818, 1.132], [7.120, -2.083, -1.060], [8.445, -1.697, -0.027], [8.666, -2.493, -1.647], [4.197, -5.069, 2.319], [5.446, -4.033, 3.124], [5.755, -5.718, 2.572], [7.510, -2.198, 1.712], [-3.937, -0.707, -4.727], [-5.350, -0.105, -4.505], [-5.500, 0.210, -2.935], [-6.682, 1.201, -2.757], [-6.244, 2.504, -3.433], [-6.188, 2.249, -4.990], [-5.285, 1.140, -5.374], [-5.346, 0.864, -6.677], [-7.587, 2.192, -5.509], [-5.630, 3.641, -5.586], [-6.408, -1.217, -4.923], [-3.712, -1.481, -3.992], [-3.147, 0.041, -4.660], [-3.775, -1.165, -5.702], [-5.649, -0.712, -2.374], [-4.587, 0.681, -2.571], [-6.948, 1.216, -1.700], [-7.664, 0.953, -3.160], [-5.372, 2.883, -2.900], [-7.017, 3.257, -3.275], [-8.276, 2.919, -5.079], [-7.554, 2.170, -6.598], [-8.007, 1.197, -5.365], [-4.548, 3.703, -5.472], [-5.896, 3.692, -6.642], [-6.093, 4.568, -5.246], [-6.149, -2.123, -4.374], [-6.356, -1.439, -5.989], [-7.463, -0.984, -4.779], [-4.461, 1.128, -6.938], [-0.938, -1.524, 5.935], [0.641, -1.347, 5.762], [0.916, -2.523, 4.722], [2.361, -2.446, 4.153], [2.610, -1.077, 3.455], [2.306, 0.120, 4.420], [0.961, -0.085, 5.100], [0.527, 1.106, 5.749], [3.480, 0.359, 5.396], [2.141, 1.333, 3.470], [1.344, -1.566, 7.075], [-1.444, -0.780, 6.552], [-1.189, -2.516, 6.310], [-1.385, -1.358, 4.955], [0.665, -3.506, 5.120], [0.209, -2.443, 3.896], [2.625, -3.273, 3.494], [2.968, -2.528, 5.055], [2.094, -1.061, 2.494], [3.693, -1.032, 3.341], [4.235, 1.014, 4.961], [3.124, 0.831, 6.312], [3.977, -0.604, 5.514], [2.950, 1.239, 2.745], [1.202, 1.400, 2.921], [2.327, 2.235, 4.052], [0.791, -2.284, 7.681], [1.475, -0.646, 7.645], [2.364, -1.919, 6.922], [-0.074, 1.427, 5.072], [-1.597, -0.189, 2.106], [-1.324, -0.142, 0.539], [-1.002, 1.362, 0.347], [-0.155, 1.754, -0.932], [1.040, 0.908, -0.995], [0.764, -0.614, -0.932], [-0.059, -0.902, 0.278], [-0.189, -2.258, 0.548], [0.085, -0.997, -2.334], [2.165, -1.266, -0.818], [-2.636, -0.493, -0.297], [-1.731, -1.236, 2.380], [-2.554, 0.292, 2.306], [-0.866, 0.107, 2.858], [-1.891, 1.914, 0.042], [-0.380, 1.911, 1.054], [0.071, 2.818, -0.864], [-0.716, 1.707, -1.865], [1.603, 1.177, -0.101], [1.682, 1.089, -1.857], [0.831, -0.850, -3.115], [-0.141, -2.060, -2.417], [-0.878, -0.517, -2.507], [2.056, -2.349, -0.762], [2.957, -0.986, -1.513], [2.541, -1.024, 0.177], [-2.877, -1.539, -0.484], [-2.679, -0.008, -1.272], [-3.519, -0.152, 0.243], [0.473, -2.315, 1.240]],
  "mulliken_spin": [0.00, 0.03, 0.01, -0.01, 0.02, -0.01, 0.66, 0.14, 0.08, 0.01, 0.09, 0.00, 0.00, 0.00, 0.00, 0.00, 0.00, 0.00, -0.01, 0.00, 0.00, 0.00, 0.00, 0.00, 0.00, 0.00, 0.00, -0.01, 0.00, 0.01, 0.00, 0.00, 0.00, 0.00, 0.00, 0.00, 0.00, 0.00, 0.00, 0.00, 0.00, 0.00, 0.00, 0.00, 0.00, 0.00, 0.00, 0.00, 0.00, 0.00, 0.00, 0.00, 0.00, 0.00, 0.00, 0.00, 0.00, 0.00, 0.00, 0.00, 0.00, 0.00, 0.00, 0.00, 0.00, 0.00, 0.00, 0.00, 0.00, 0.00, 0.00, 0.00, 0.00, 0.00, 0.00, 0.00, 0.00, 0.00, 0.00, 0.00, 0.00, 0.00, 0.00, 0.00, 0.00, 0.00, 0.00, 0.00, 0.00, 0.00, 0.00, 0.00, 0.00, 0.00, 0.00, 0.00, 0.00, 0.00, 0.00, 0.00, 0.00, 0.00, 0.00, 0.00, 0.00, 0.00, 0.00, 0.00, 0.00, 0.00, 0.00, 0.00, 0.00, 0.00, 0.00, 0.00, 0.00, 0.00, 0.00, 0.00, 0.00, 0.00, 0.00, 0.00, 0.00, 0.00, 0.00, 0.00, 0.00, 0.00, 0.00, 0.00, 0.00, 0.00, 0.00, 0.00, 0.00, 0.00, 0.00, 0.00, 0.00, 0.00, 0.00, 0.00, 0.00, 0.00, 0.00, 0.00, 0.00, 0.00, 0.00, 0.00, 0.00, 0.00, 0.00, 0.00, 0.00, 0.00, 0.00, 0.00, 0.00, 0.00, 0.00, 0.00, 0.00, 0.00, 0.00, 0.00, 0.00, 0.00, 0.00, 0.00, 0.00, 0.00, 0.00, 0.00, 0.00, 0.00, 0.00, 0.00, 0.00, 0.00, 0.00, 0.00, 0.00, 0.00, 0.00, 0.00, 0.00, 0.00, 0.00, 0.00, 0.00, 0.00, 0.00, 0.00, 0.00, 0.00, 0.00, 0.00, 0.00, 0.00, 0.00, 0.00, 0.00, 0.00, 0.00, 0.00, 0.00, 0.00],
  "e_above_lowest_kcal_mol": 37.0,
  "s2": 0.754,
  "charge": 1,
  "fmax_ev_per_a": 5.6,
  "homo_energy_ha": [-0.3432, -0.3432],
  "multiplicity": 2
}